A gas-phase ion, C4H10P (charge +1) in a non-equilibrium geometry, computed with the ωB97M-V functional and the def2-TZVPD basis.

```
15
Properties=species:S:1:pos:R:3
C 0.18 0.04 -1.66
C 1.41 0.20 -0.74
C -0.46 -1.99 0.92
C -0.52 1.68 0.74
P -0.13 0.08 0.07
H -0.26 1.01 -2.18
H 0.19 -0.75 -2.37
H 2.18 -0.61 -0.67
H 1.91 1.18 -0.74
H -0.55 -1.96 2.00
H 0.57 -2.50 0.62
H -1.28 -2.57 0.48
H -1.01 1.62 1.70
H -1.32 2.03 -0.09
H 0.40 2.31 0.85
```

LUMO (spin up / spin down), eV: -3.3 / -9.0
Net charge: +1
Spin multiplicity: 3
<S²>: 2.007